--- P ---
The molecule C4H7NO. Source: OMol25; level of theory: ωB97M-V with the def2-TZVPD basis set.

The spin multiplicity is 1. The gap between HOMO and LUMO is 10.9 eV. Its SMILES is [H]/N=C1/CCCO1. The lowest unoccupied orbital energy is 0.929 eV. The HOMO energy comes out at -0.366 Eh. The net charge is 0.

Last column: natural (NBO) charge in e.
Geometry (Å):
H 2.922 0.754 0.061  0.35
N 2.413 -0.122 0.176  -0.68
C 1.166 0.069 0.216  0.57
C 0.098 -0.922 0.574  -0.48
C -1.038 -0.549 -0.367  -0.43
C -0.840 0.983 -0.416  -0.07
O 0.500 1.260 0.080  -0.52
H 0.353 -1.975 0.687  0.24
H -0.166 -0.527 1.558  0.22
H -2.006 -0.854 0.043  0.22
H -0.942 -0.998 -1.363  0.21
H -1.601 1.501 0.183  0.19
H -0.857 1.379 -1.431  0.19

---

--- Q ---
The molecule C4H7NO. Source: OMol25; level of theory: ωB97M-V with the def2-TZVPD basis set.

The spin multiplicity is 1. The gap between HOMO and LUMO is 8.2 eV. Its SMILES is [H]/N=C1\[C@H](C)[C@H]1O. The lowest unoccupied orbital energy is 0.903 eV. The HOMO energy comes out at -0.270 Eh. The net charge is 0.

Last column: natural (NBO) charge in e.
Geometry (Å):
H 0.054 1.961 -1.920  0.37
N 0.263 0.961 -1.987  -0.66
C 0.010 0.218 -1.048  0.40
C -0.540 -0.293 0.199  -0.34
C -0.484 1.080 1.119  -0.61
C 0.663 -1.092 -0.003  0.00
O 0.487 -2.480 -0.032  -0.71
H -1.503 -0.786 0.135  0.26
H 0.530 1.471 1.151  0.21
H -1.189 1.837 0.771  0.21
H -0.732 0.726 2.116  0.21
H 1.633 -0.774 0.371  0.18
H 0.808 -2.830 -0.871  0.48

---

--- R ---
The molecule C4H7NO. Source: OMol25; level of theory: ωB97M-V with the def2-TZVPD basis set.

The spin multiplicity is 1. The gap between HOMO and LUMO is 10.8 eV. Its SMILES is O=CCN1CC1. The lowest unoccupied orbital energy is 1.067 eV. The HOMO energy comes out at -0.357 Eh. The net charge is 0.

Last column: natural (NBO) charge in e.
Geometry (Å):
O 0.866 2.350 1.756  -0.51
C 0.472 1.747 0.789  0.44
C -0.527 0.600 0.768  -0.34
N -0.401 0.043 -0.577  -0.41
C 0.730 -0.831 -0.844  -0.27
C -0.650 -1.365 -0.759  -0.25
H 0.806 1.960 -0.235  0.11
H -1.536 1.018 0.929  0.23
H -0.326 -0.125 1.575  0.19
H 1.431 -1.131 -0.059  0.19
H 1.210 -0.695 -1.811  0.21
H -1.176 -1.641 -1.666  0.21
H -0.898 -1.929 0.138  0.19

---

--- S ---
The molecule C4H7NO. Source: OMol25; level of theory: ωB97M-V with the def2-TZVPD basis set.

The spin multiplicity is 1. The gap between HOMO and LUMO is 10.7 eV. Its SMILES is O=CNC1CC1. The lowest unoccupied orbital energy is 1.050 eV. The HOMO energy comes out at -0.355 Eh. The net charge is 0.

Last column: natural (NBO) charge in e.
Geometry (Å):
O 2.800 -1.447 -0.109  -0.62
C 1.759 -0.942 -0.489  0.53
N 1.122 -0.083 0.337  -0.63
C -0.050 0.716 0.071  -0.07
C -1.320 0.463 0.836  -0.42
C -1.248 0.084 -0.611  -0.42
H 1.278 -1.150 -1.456  0.12
H 1.754 -0.076 1.133  0.41
H 0.137 1.753 -0.211  0.20
H -1.288 -0.345 1.559  0.22
H -1.923 1.318 1.128  0.22
H -1.806 0.682 -1.331  0.22
H -1.213 -0.974 -0.857  0.22

---

Going by the energies, P is most stable and the next is 0.412 eV up.

---

--- P ---
The molecule C4H7NO. Source: OMol25; level of theory: ωB97M-V with the def2-TZVPD basis set.

The spin multiplicity is 1. The gap between HOMO and LUMO (alpha / beta) is 7.8 / 8.2 eV. The lowest unoccupied orbital energy (alpha / beta) is -0.926 / -0.668 eV. The HOMO energy (alpha / beta) comes out at -0.321 / -0.327 Eh. The net charge is 0.

Last column: natural (NBO) charge in e.
Geometry (Å):
C -2.023 0.079 0.173  -0.68
C -0.556 -0.202 0.237  -0.11
N 1.494 -0.901 -0.827  -0.47
C 1.904 0.116 0.005  -0.30
C 0.378 0.693 -0.322  0.48
O 0.226 1.641 -1.062  -0.58
H -2.611 -0.845 0.202  0.23
H -2.265 0.645 -0.730  0.24
H -2.347 0.682 1.034  0.24
H -0.206 -0.916 0.974  0.19
H 1.303 -1.750 -0.291  0.34
H 2.572 0.850 -0.447  0.23
H 2.131 -0.090 1.056  0.19

---

--- Q ---
The molecule C4H7NO. Source: OMol25; level of theory: ωB97M-V with the def2-TZVPD basis set.

The spin multiplicity is 1. The gap between HOMO and LUMO is 10.6 eV. Its SMILES is ON=C1CCC1. The lowest unoccupied orbital energy is 1.104 eV. The HOMO energy comes out at -0.347 Eh. The net charge is 0.

Last column: natural (NBO) charge in e.
Geometry (Å):
O -0.461 2.507 -0.610  -0.58
N -1.242 1.386 -0.308  -0.14
C -0.488 0.396 -0.069  0.23
C 1.007 0.170 -0.025  -0.48
C 0.699 -1.264 0.488  -0.39
C -0.808 -1.063 0.170  -0.45
H -1.106 3.126 -0.979  0.48
H 1.459 0.214 -1.026  0.23
H 1.588 0.828 0.626  0.23
H 1.195 -2.085 -0.035  0.21
H 0.875 -1.361 1.563  0.21
H -1.098 -1.521 -0.783  0.22
H -1.541 -1.352 0.930  0.23

---

Going by the energies, Q is most stable and the next is 1.270 eV up.

---

--- P ---
The molecule C4H7NO. Source: OMol25; level of theory: ωB97M-V with the def2-TZVPD basis set.

The spin multiplicity is 1. The gap between HOMO and LUMO is 7.1 eV. The lowest unoccupied orbital energy is 0.164 eV. The HOMO energy comes out at -0.253 Eh. The net charge is 0.

Last column: natural (NBO) charge in e.
Geometry (Å):
O -1.482 -0.905 0.923  -0.63
C -0.646 -0.110 0.268  0.55
C -0.935 1.301 0.403  -0.68
N 1.238 0.576 -1.079  -0.65
C 1.739 -0.399 -0.245  -0.14
C 0.290 -0.467 -0.739  -0.28
H -1.179 -1.821 0.832  0.50
H -1.766 1.005 -0.321  0.27
H -1.254 1.676 1.381  0.24
H -0.270 1.937 -0.183  0.30
H 1.948 -0.254 0.838  0.14
H 2.292 -1.265 -0.650  0.16
H 0.025 -1.276 -1.429  0.21

---

--- Q ---
The molecule C4H7NO. Source: OMol25; level of theory: ωB97M-V with the def2-TZVPD basis set.

The spin multiplicity is 1. The gap between HOMO and LUMO is 9.8 eV. Its SMILES is C[C@H](O)C=C=N. The lowest unoccupied orbital energy is 0.843 eV. The HOMO energy comes out at -0.330 Eh. The net charge is 0.

Last column: natural (NBO) charge in e.
Geometry (Å):
C -1.591 -0.864 -0.286  -0.63
C -0.559 0.026 0.396  0.09
O -0.640 1.353 -0.103  -0.70
C 0.865 -0.495 0.280  -0.48
C 1.843 0.380 0.344  0.44
N 2.706 1.241 0.492  -0.62
H -2.580 -0.419 -0.141  0.22
H -1.599 -1.880 0.125  0.21
H -1.401 -0.935 -1.363  0.20
H -0.822 0.115 1.455  0.18
H -0.295 1.318 -1.006  0.46
H 1.086 -1.553 0.171  0.25
H 2.987 1.715 -0.364  0.38

---

--- R ---
The molecule C4H7NO. Source: OMol25; level of theory: ωB97M-V with the def2-TZVPD basis set.

The spin multiplicity is 1. The gap between HOMO and LUMO is 8.9 eV. Its SMILES is CC1(N=O)CC1. The lowest unoccupied orbital energy is 0.282 eV. The HOMO energy comes out at -0.318 Eh. The net charge is 0.

Last column: natural (NBO) charge in e.
Geometry (Å):
C 0.590 1.534 0.058  -0.63
C -0.096 0.213 -0.025  0.00
N -1.737 0.582 -0.011  0.19
O -2.498 -0.312 0.009  -0.26
C 0.277 -1.104 -0.707  -0.44
C 0.099 -1.065 0.776  -0.43
H 0.540 1.972 -1.015  0.21
H 1.707 1.593 0.206  0.23
H -0.028 2.070 0.665  0.23
H 1.323 -1.095 -1.117  0.22
H -0.275 -1.711 -1.468  0.23
H -0.817 -1.428 1.128  0.22
H 0.915 -1.249 1.500  0.22

---

--- S ---
The molecule C4H7NO. Source: OMol25; level of theory: ωB97M-V with the def2-TZVPD basis set.

The spin multiplicity is 1. The gap between HOMO and LUMO (alpha / beta) is 8.3 / 8.3 eV. The lowest unoccupied orbital energy (alpha / beta) is -0.708 / -0.710 eV. The HOMO energy (alpha / beta) comes out at -0.332 / -0.332 Eh. The net charge is 0.

Last column: natural (NBO) charge in e.
Geometry (Å):
C -0.451 0.190 0.938  -0.51
C 0.660 1.005 1.053  -0.12
O 1.295 0.240 -1.343  -0.64
C 0.775 -0.885 -1.293  0.44
N -0.466 -1.161 -0.825  -0.55
C -1.177 0.053 -0.391  -0.27
H 0.044 -0.962 0.676  0.39
H -0.985 -0.131 1.836  0.29
H 0.890 1.768 0.321  0.23
H 1.335 0.910 1.903  0.20
H 1.360 -1.785 -1.552  0.12
H -2.244 -0.161 -0.280  0.21
H -1.036 0.921 -1.043  0.22

---

Going by the energies, Q is most stable and the next is 2.454 eV up.

---

--- P ---
The molecule C4H7NO. Source: OMol25; level of theory: ωB97M-V with the def2-TZVPD basis set.

The spin multiplicity is 1. The gap between HOMO and LUMO is 10.3 eV. Its SMILES is C1=NOCCC1. The lowest unoccupied orbital energy is 0.886 eV. The HOMO energy comes out at -0.345 Eh. The net charge is 0.

Last column: natural (NBO) charge in e.
Geometry (Å):
C 0.715 -1.375 0.086  0.01
N 0.282 -1.632 -1.120  -0.10
O -0.574 -0.574 -1.489  -0.40
C -0.358 0.662 -0.865  -0.12
C -0.650 0.745 0.539  -0.46
C 0.400 -0.141 1.070  -0.48
H 1.589 -2.140 0.303  0.21
H -0.974 1.338 -1.394  0.20
H 0.617 0.854 -1.222  0.17
H -1.777 0.421 0.242  0.24
H -1.115 1.835 0.974  0.25
H 1.337 0.395 0.759  0.23
H 0.508 -0.386 2.114  0.24

---

--- Q ---
A cluster of 2 separate species, C4H7NO in total. Source: OMol25; level of theory: ωB97M-V with the def2-TZVPD basis set.

The spin multiplicity is 1. The gap between HOMO and LUMO is 9.7 eV. Its SMILES is C=C1N=CCO1.[H][H]. The lowest unoccupied orbital energy is 0.878 eV. The HOMO energy comes out at -0.323 Eh. The net charge is 0.

Last column: natural (NBO) charge in e.
Geometry (Å):
C 1.940 -0.298 0.334  -0.49
C 0.653 -0.306 0.684  0.42
N -0.015 0.885 1.002  -0.41
C -1.129 0.787 0.384  0.09
C -1.437 -0.627 -0.041  -0.15
O -0.217 -1.289 0.277  -0.49
H 2.550 0.563 0.577  0.23
H 2.347 -1.098 -0.271  0.22
H -1.782 1.639 0.217  0.21
H -1.681 -0.774 -1.100  0.20
H -2.258 -1.022 0.570  0.20
H 0.852 0.608 -1.266  0.03
H 0.177 0.932 -1.367  -0.05

---

--- R ---
The molecule C4H7NO. Source: OMol25; level of theory: ωB97M-V with the def2-TZVPD basis set.

The spin multiplicity is 1. The gap between HOMO and LUMO is 10.5 eV. Its SMILES is O=CNC1CC1. The lowest unoccupied orbital energy is 1.046 eV. The HOMO energy comes out at -0.349 Eh. The net charge is 0.

Last column: natural (NBO) charge in e.
Geometry (Å):
O -0.884 1.386 2.875  -0.59
C -0.686 1.337 1.680  0.54
N -0.147 0.269 1.018  -0.62
C -0.124 0.145 -0.410  -0.06
C -0.025 -1.259 -0.917  -0.43
C 1.107 -0.294 -1.149  -0.42
H -0.944 2.165 0.992  0.10
H -0.278 -0.624 1.464  0.40
H -0.781 0.847 -0.919  0.21
H 0.170 -2.032 -0.172  0.21
H -0.675 -1.580 -1.723  0.22
H 1.242 0.092 -2.155  0.22
H 2.022 -0.451 -0.583  0.22

---

Going by the energies, R is most stable and the next is 2.021 eV up.

---

--- P ---
A cluster of 2 separate species, C4H7NO in total. Source: OMol25; level of theory: ωB97M-V with the def2-TZVPD basis set.

The spin multiplicity is 1. The gap between HOMO and LUMO is 10.8 eV. The lowest unoccupied orbital energy is 1.030 eV. The HOMO energy comes out at -0.361 Eh. The net charge is 0.

Last column: natural (NBO) charge in e.
Geometry (Å):
O -0.710 1.972 2.586  -0.50
C 0.247 1.454 2.264  0.50
C -0.778 -1.184 1.009  -0.08
N -0.988 -0.710 -0.144  -0.38
C 0.591 0.790 -1.228  -0.61
C 0.150 -0.661 -1.049  -0.25
H 0.781 1.242 -0.249  0.20
H -1.588 -1.200 1.741  0.17
H 0.197 -1.577 1.336  0.14
H 1.515 0.848 -1.811  0.21
H -0.182 1.378 -1.731  0.21
H -0.166 -1.076 -2.013  0.20
H 0.993 -1.270 -0.679  0.16

---

--- Q ---
The molecule C4H7NO. Source: OMol25; level of theory: ωB97M-V with the def2-TZVPD basis set.

The spin multiplicity is 1. The gap between HOMO and LUMO (alpha / beta) is 7.7 / 7.7 eV. The lowest unoccupied orbital energy (alpha / beta) is -1.538 / -1.536 eV. The HOMO energy (alpha / beta) comes out at -0.338 / -0.338 Eh. The net charge is 0.

Last column: natural (NBO) charge in e.
Geometry (Å):
C -1.694 -0.174 0.478  -0.58
C -0.197 -0.412 0.283  -0.19
C 0.279 -0.237 -1.087  -0.10
N 0.535 0.715 0.844  -0.47
C 1.776 0.745 0.342  0.49
O 2.666 1.548 0.486  -0.55
H -1.886 -0.101 1.551  0.24
H -2.288 -0.990 0.056  0.21
H -1.994 0.772 0.017  0.22
H 0.090 -1.380 0.710  0.21
H 0.752 -1.002 -1.699  0.21
H -0.015 0.675 -1.598  0.22
H 1.975 -0.158 -0.384  0.09

---

--- R ---
A cluster of 2 separate species, C4H7NO in total. Source: OMol25; level of theory: ωB97M-V with the def2-TZVPD basis set.

The spin multiplicity is 1. The gap between HOMO and LUMO is 8.4 eV. The lowest unoccupied orbital energy is 0.363 eV. The HOMO energy comes out at -0.295 Eh. The net charge is 0.

Last column: natural (NBO) charge in e.
Geometry (Å):
O -2.675 -0.596 1.653  -0.57
C -1.516 -0.503 1.291  0.35
C -0.976 0.579 0.512  -0.24
N 0.310 0.551 0.186  -0.16
C 1.382 0.951 -0.396  -0.08
C 1.452 -0.379 0.215  -0.22
H -0.770 -1.292 1.549  0.10
H -1.564 1.435 0.204  0.22
H -0.806 -0.264 -2.085  0.01
H 1.691 1.686 -1.119  0.23
H -0.230 -0.122 -2.538  -0.02
H 1.314 -1.289 -0.376  0.19
H 1.933 -0.522 1.185  0.19

---

Going by the energies, P is most stable and the next is 2.777 eV up.

---

--- P ---
The molecule C4H7NO. Source: OMol25; level of theory: ωB97M-V with the def2-TZVPD basis set.

The spin multiplicity is 1. The gap between HOMO and LUMO is 10.3 eV. Its SMILES is O[C@H]1C[C@H]2N[C@@H]12. The lowest unoccupied orbital energy is 0.953 eV. The HOMO energy comes out at -0.343 Eh. The net charge is 0.

Last column: natural (NBO) charge in e.
Geometry (Å):
O 2.091 0.916 0.022  -0.71
C 0.934 0.213 -0.400  0.12
C 0.224 -1.309 -0.197  -0.41
C -1.056 -0.520 0.003  -0.10
N -0.835 0.127 1.296  -0.59
C -0.374 0.786 0.051  -0.15
H 1.787 1.778 0.354  0.47
H 1.029 0.149 -1.484  0.16
H 0.353 -2.030 0.622  0.23
H 0.286 -1.848 -1.150  0.20
H -2.037 -0.670 -0.434  0.21
H -1.698 0.585 1.584  0.35
H -0.741 1.785 -0.168  0.20

---

--- Q ---
The molecule C4H7NO. Source: OMol25; level of theory: ωB97M-V with the def2-TZVPD basis set.

The spin multiplicity is 1. The gap between HOMO and LUMO is 9.3 eV. The lowest unoccupied orbital energy is 0.803 eV. The HOMO energy comes out at -0.311 Eh. The net charge is 0.

Last column: natural (NBO) charge in e.
Geometry (Å):
O -1.276 -2.209 -0.428  -0.52
C -1.744 -1.120 -0.196  0.45
C -0.916 0.084 0.155  -0.53
C 0.564 -0.244 0.185  -0.24
C 2.136 1.537 -0.523  -0.08
N 1.411 0.932 0.398  -0.56
H -2.837 -0.943 -0.227  0.11
H -1.258 0.472 1.123  0.23
H -1.124 0.880 -0.574  0.24
H 0.804 -0.983 0.954  0.21
H 1.773 1.063 -1.476  0.08
H 0.902 -0.656 -0.762  0.22
H 1.566 1.187 1.371  0.38

---

Going by the energies, Q is most stable and the next is 0.274 eV up.